(a)
16
Properties=species:S:1:pos:R:3:nbo_charge:R:1 method="wB97M-V/def2-TZVPD" smiles=CC(C)[C@@H]1CS1 total_charge=0 orbital_gap_ev=9.70
C 1.038 1.460 -0.147 -0.59
C 1.168 0.073 0.462 -0.24
C 2.153 -0.788 -0.326 -0.60
C -0.311 -0.342 0.670 -0.30
C -1.050 -1.241 -0.165 -0.52
S -1.688 0.424 -0.179 0.13
H 0.767 1.236 -1.190 0.21
H 0.309 2.075 0.284 0.21
H 1.948 2.021 -0.095 0.20
H 1.606 0.243 1.395 0.20
H 3.166 -0.461 -0.293 0.22
H 1.818 -0.905 -1.384 0.20
H 2.164 -1.753 0.131 0.21
H -0.554 -0.386 1.771 0.23
H -1.537 -2.055 0.370 0.22
H -0.666 -1.764 -1.091 0.23

---

(b)
16
Properties=species:S:1:pos:R:3:nbo_charge:R:1 method="wB97M-V/def2-TZVPD" smiles=CC1(CS)CC1 total_charge=0 orbital_gap_ev=8.98
C -0.395 1.771 -0.074 -0.62
C -0.142 0.223 -0.147 -0.07
C 1.081 -0.508 -0.517 -0.61
S 2.464 0.101 0.243 0.00
C -1.328 -0.881 -0.314 -0.44
C -0.757 -0.473 1.064 -0.42
H -1.255 1.825 0.668 0.22
H 0.466 2.470 0.199 0.24
H -0.591 2.246 -1.036 0.22
H 0.665 -1.604 -0.412 0.25
H 1.393 -0.360 -1.693 0.21
H 3.628 -1.135 0.208 0.15
H -1.228 -1.858 -0.763 0.22
H -2.358 -0.548 -0.814 0.22
H -1.402 0.052 1.975 0.23
H -0.241 -1.321 1.412 0.21

---

What should be chosen as the least stable of them? Choose (b).

---

(a)
10
Properties=species:S:1:pos:R:3:nbo_charge:R:1 method="wB97M-V/def2-TZVPD" smiles="[H]/N=C/CC#C" total_charge=0 orbital_gap_ev=11.19
H 1.700 -0.747 -2.068 0.33
N 1.418 -0.832 -1.173 -0.56
C 0.215 -0.560 -1.126 0.13
C -0.479 -0.715 0.212 -0.44
C -0.260 0.761 1.112 0.00
C -0.197 1.839 1.614 -0.30
H -0.482 -0.290 -1.871 0.16
H -1.595 -0.849 0.229 0.23
H -0.097 -1.325 0.931 0.23
H -0.224 2.719 2.139 0.22

---

(b)
10
Properties=species:S:1:pos:R:3:nbo_charge:R:1 method="wB97M-V/def2-TZVPD" total_charge=0 orbital_gap_ev=8.43
C -2.280 -0.012 -0.057 -0.22
C -1.122 0.041 0.277 -0.06
C 0.274 0.057 0.680 -0.18
C 1.299 -0.970 0.294 -0.39
N 1.192 0.396 -0.436 -0.57
H -3.306 -0.065 -0.346 0.24
H 0.456 0.643 1.582 0.22
H 0.818 -1.674 -0.400 0.14
H 1.933 1.063 -0.259 0.41
H 0.737 0.521 -1.336 0.40

---

What should be chosen as the least stable of them? Choose (b).

---

(a)
10
Properties=species:S:1:pos:R:3:nbo_charge:R:1 method="wB97M-V/def2-TZVPD" smiles=C#C[C@H]1CN1 total_charge=0 orbital_gap_ev=9.46
C 0.035 -1.057 1.612 -0.28
C -0.346 0.001 1.146 -0.03
C -0.023 0.876 0.032 -0.18
C -0.127 -0.214 -0.994 -0.21
N -0.536 1.150 -1.313 -0.54
H 0.301 -1.927 2.153 0.23
H 0.932 1.386 0.158 0.22
H -0.995 -0.855 -0.879 0.19
H 0.768 -0.861 -0.866 0.23
H -1.554 1.183 -1.385 0.37

---

(b)
10
Properties=species:S:1:pos:R:3:nbo_charge:R:1 method="wB97M-V/def2-TZVPD" smiles=C#C[C@H]1CN1 total_charge=0 orbital_gap_ev=10.59
C 2.312 -0.273 0.108 -0.23
C 1.136 -0.145 0.351 -0.04
C -0.306 -0.215 0.567 -0.17
C -1.247 0.723 -0.105 -0.24
N -1.114 -0.643 -0.584 -0.56
H 3.319 -0.559 -0.126 0.24
H -0.589 -0.695 1.504 0.23
H -0.794 1.529 -0.677 0.20
H -2.201 0.957 0.370 0.20
H -0.516 -0.679 -1.408 0.36

---

What should be chosen as the least stable of them? Choose (a).

---

(a)
16
Properties=species:S:1:pos:R:3:lowdin_spin:R:1 method="wB97M-V/def2-TZVPD" total_charge=0 spin_multiplicity=3 orbital_gap_ev="5.22 / 8.99" s2=2.007
C 0.531 0.434 -0.509 0.67
C 1.827 1.178 -0.344 0.11
C -2.556 0.982 0.957 0.05
C -0.716 0.442 -1.333 0.16
C -0.232 -0.637 -0.377 0.65
C -0.184 -2.020 0.019 0.12
N -1.969 0.125 1.423 0.03
H 2.536 0.442 -0.661 0.03
H 1.732 2.035 -0.864 0.00
H -3.181 1.758 0.503 0.01
H 1.804 1.310 0.759 0.03
H -1.549 0.935 -0.951 0.04
H -0.628 0.483 -2.373 0.03
H -0.827 -2.576 -0.681 0.00
H -0.556 -2.061 1.097 0.05
H 0.795 -2.466 0.070 0.02

---

(b)
16
Properties=species:S:1:pos:R:3:lowdin_spin:R:1 method="wB97M-V/def2-TZVPD" total_charge=0 spin_multiplicity=3 orbital_gap_ev="6.37 / 7.25" s2=2.022
C -1.161 1.258 0.675 0.32
C -1.269 2.514 1.274 0.64
C 0.956 0.275 -1.020 0.22
C -0.055 -0.747 0.862 0.36
C 0.455 -0.869 -0.555 0.05
C 0.734 -2.225 -1.022 0.00
N -0.670 0.191 1.416 0.30
H -1.385 1.159 -0.385 0.00
H -1.036 2.626 2.331 0.03
H -1.498 3.494 0.811 0.04
H 1.444 0.462 -1.979 0.01
H 0.872 1.188 -0.469 0.01
H 0.085 -1.655 1.531 0.02
H 0.244 -2.837 -0.279 0.00
H 1.808 -2.410 -1.010 0.00
H 0.474 -2.426 -2.181 0.00

---

What should be chosen as the least stable of them? Choose (a).

---

(a)
16
Properties=species:S:1:pos:R:3:nbo_charge:R:1 method="wB97M-V/def2-TZVPD" total_charge=0 orbital_gap_ev=9.61
C 1.647 -0.177 0.032 -0.23
C 0.655 -1.569 1.044 -0.21
C 0.341 -0.889 -0.384 -0.22
C -0.996 -0.129 -0.550 -0.29
C -1.046 1.019 -1.450 -0.48
H 2.374 0.221 -0.703 0.18
H 1.352 0.718 0.647 0.17
H 2.658 -1.238 1.477 0.35
H 0.272 -0.904 1.824 0.17
H 0.373 -2.648 1.253 0.19
H 0.533 -1.505 -1.221 0.22
H -1.845 -0.890 -0.711 0.23
H -0.141 1.359 -1.875 0.22
H -1.942 1.161 -2.033 0.22
N 2.033 -1.346 0.690 -0.61
S -1.342 1.476 0.273 0.09

---

(b)
16
Properties=species:S:1:pos:R:3:nbo_charge:R:1 method="wB97M-V/def2-TZVPD" smiles=NC1C[C@@H]2S[C@H]2C1 total_charge=0 orbital_gap_ev=9.29
N -1.885 -0.206 -0.727 -0.87
C -0.838 0.099 0.200 -0.03
C 0.163 -1.179 0.490 -0.44
C 1.300 -0.589 -0.314 -0.33
S 3.078 -0.060 -0.318 0.12
C 1.371 0.759 0.184 -0.23
C -0.049 1.397 0.040 -0.41
H -2.223 -1.198 -0.507 0.39
H -1.634 0.186 -1.777 0.38
H -1.345 0.441 1.198 0.18
H 0.233 -1.361 1.562 0.21
H -0.071 -2.205 0.203 0.22
H 0.932 -0.657 -1.292 0.19
H 1.408 0.554 1.213 0.18
H -0.102 1.869 -0.914 0.21
H -0.338 2.149 0.760 0.23

---

What should be chosen as the least stable of them? Choose (b).

---

(a)
11
Properties=species:S:1:pos:R:3:nbo_charge:R:1 method="wB97M-V/def2-TZVPD" total_charge=0 orbital_gap_ev=10.51
H 1.910 1.451 0.212 0.33
N 1.540 0.893 0.959 -0.66
C 0.525 0.279 0.497 0.41
N -0.156 -0.582 1.386 -0.83
C -0.046 0.370 -0.868 -0.40
C -0.809 -0.676 -1.268 0.30
F -1.393 -0.660 -2.464 -0.33
H 0.480 -0.651 2.113 0.38
H -0.974 -0.086 1.665 0.37
H -0.047 1.296 -1.440 0.24
H -1.029 -1.636 -0.792 0.20

---

(b)
11
Properties=species:S:1:pos:R:3:nbo_charge:R:1 method="wB97M-V/def2-TZVPD" total_charge=0 orbital_gap_ev=8.69
C 0.205 -0.143 -0.511 -0.05
C -1.267 -0.562 -0.350 0.38
C -2.069 0.618 0.082 -0.48
H 2.319 0.862 0.046 0.35
H 3.294 -0.746 0.761 0.44
H 0.255 0.922 -0.651 0.16
H -1.699 1.572 -0.287 0.20
H -3.143 0.537 1.043 0.24
N 2.412 -0.312 0.117 -0.73
N 1.162 -0.938 -0.251 -0.20
F -1.469 -1.811 0.000 -0.30

---

(c)
11
Properties=species:S:1:pos:R:3:nbo_charge:R:1 method="wB97M-V/def2-TZVPD" total_charge=0 orbital_gap_ev=9.72
C 2.940 1.137 0.341 0.29
C -1.420 -0.459 -0.157 -0.12
C -0.197 -0.674 0.277 0.17
N 2.831 0.197 -0.351 -0.72
N -2.191 0.632 0.341 -0.81
F 0.688 -1.599 -0.132 -0.34
H -1.672 1.206 1.025 0.38
H -1.743 -1.146 -0.977 0.21
H 0.332 0.015 1.112 0.15
H 2.988 -0.443 -1.059 0.44
H -2.555 1.133 -0.420 0.37

---

(d)
11
Properties=species:S:1:pos:R:3:nbo_charge:R:1 method="wB97M-V/def2-TZVPD" smiles="[H]/N=C/N/C=C/F" total_charge=0 orbital_gap_ev=9.16
H 2.029 -1.787 0.006 0.35
N 1.096 -1.341 -0.025 -0.72
C 1.341 -0.095 0.041 0.27
N 0.386 0.892 0.000 -0.59
C -1.010 0.776 -0.063 -0.14
C -1.577 -0.406 -0.062 0.17
F -2.904 -0.576 0.064 -0.33
H 2.352 0.308 0.168 0.15
H 0.765 1.814 0.032 0.40
H -1.527 1.721 -0.014 0.21
H -0.950 -1.306 -0.148 0.22

---

What should be chosen as the least stable of them? Choose (b).